# C5H5BrO

C5H5BrO in the gas phase (ωB97M-V/def2-TZVPD, OMol25).

Each line ends with the Löwdin charge.
Positions of all 12 atoms, in Å:
C 1.6320 -1.1565 0.4345  0.162
C 0.3762 -1.1742 0.3699  -0.188
C 1.5617 1.1978 -0.1937  -0.575
C -0.4066 0.0573 0.1860  -0.334
C -1.7748 0.0574 -0.3790  -0.037
O 0.2547 1.1676 -0.0046  -0.115
Br 2.5384 2.7047 0.3126  0.668
H -0.2584 -2.0702 0.4275  0.124
H 2.6738 -1.1730 0.4447  0.034
H -1.7698 -0.1275 -1.4518  0.089
H -2.3409 1.0188 -0.3388  0.098
H -2.4863 -0.5021 0.1928  0.073

Summary:
- relative energy (zero: lowest compared OMol25 entry of this formula, charge and spin) (kJ/mol) = 463.8
- net charge = 0